No. 1
C29H24F33I2NO6S | the ωB97M-V functional and the def2-TZVPD basis

Each line ends with the Mulliken charge.
Cartesian coordinates (Å):
C  7.263  1.538  -1.332  -0.7736
C  6.634  1.930  0.045  -0.0882
I  7.587  1.106  1.805  -0.0094
C  5.533  2.742  0.161  -0.3224
I  4.851  3.188  2.183  0.1050
N  4.871  3.250  -1.035  0.6855
C  3.418  3.179  -0.854  -0.2585
C  2.573  4.201  -0.277  0.1969
C  1.122  4.031  -0.093  -0.8067
C  0.504  2.778  -0.506  -0.3737
C  1.356  1.741  -1.097  -0.6857
C  2.782  1.922  -1.274  -0.2868
S  5.417  4.806  -1.489  1.1598
O  6.574  4.587  -2.345  -0.6231
O  4.441  5.571  -2.231  -0.5216
F  5.961  5.547  -0.148  -0.2258
H  7.634  2.473  -1.824  0.3069
H  8.124  0.856  -1.124  0.4214
H  6.501  1.019  -1.966  0.0469
H  3.036  5.157  0.061  0.3333
H  0.563  4.875  0.370  0.3539
H  -0.587  2.654  -0.335  0.3788
H  0.884  0.788  -1.420  0.4170
H  3.408  1.120  -1.728  0.4692
C  -4.889  -1.732  1.530  -0.7443
C  -4.462  -0.314  1.962  0.9172
C  -3.987  0.611  0.841  0.0384
F  -2.882  0.141  0.225  -0.2163
F  -3.658  1.827  1.347  -0.2836
F  -3.528  -0.411  2.936  -0.2718
F  -5.550  0.267  2.538  -0.2763
O  -3.929  -2.772  1.713  -0.3960
C  -3.005  -2.988  0.690  0.7151
C  -1.567  -2.775  1.165  0.3242
F  -1.374  -1.507  1.584  -0.2416
F  -0.689  -2.991  0.150  -0.2921
F  -3.312  -2.237  -0.384  -0.2617
F  -3.159  -4.276  0.308  -0.2985
H  -5.710  -2.010  2.193  0.4073
H  -5.324  -1.748  0.529  0.3622
H  -4.771  0.761  0.093  0.2695
H  -1.324  -3.447  1.990  0.2040
C  3.830  -3.919  1.022  -0.7317
C  2.763  -4.379  2.033  0.8219
C  1.639  -3.382  2.307  0.5156
F  2.096  -2.237  2.849  -0.2620
F  0.752  -3.901  3.200  -0.3022
F  3.372  -4.750  3.183  -0.2853
F  2.196  -5.512  1.525  -0.3284
O  5.045  -3.403  1.559  -0.3690
C  5.081  -2.042  1.876  0.7929
C  5.348  -1.805  3.365  0.1073
F  4.373  -2.345  4.125  -0.2176
F  5.376  -0.481  3.641  -0.1728
F  3.959  -1.438  1.446  -0.2391
F  6.091  -1.515  1.142  -0.2138
H  4.140  -4.817  0.484  0.4466
H  3.415  -3.266  0.252  0.3100
H  1.091  -3.144  1.394  0.0500
H  6.301  -2.248  3.665  0.1959
C  4.517  0.878  -5.486  -0.6857
C  4.531  0.431  -6.960  0.8315
C  3.308  -0.352  -7.434  0.0959
F  3.162  -1.517  -6.771  -0.2104
F  3.439  -0.670  -8.746  -0.2767
F  5.669  -0.260  -7.202  -0.2761
F  4.609  1.564  -7.715  -0.3314
O  5.258  0.074  -4.568  -0.3554
C  4.616  -1.027  -3.999  0.7336
C  5.309  -2.346  -4.347  0.1244
F  5.304  -2.561  -5.678  -0.2376
F  4.659  -3.388  -3.773  -0.2611
F  3.312  -1.022  -4.326  -0.2858
F  4.670  -0.837  -2.658  -0.1893
H  5.027  1.844  -5.461  0.4658
H  3.509  1.089  -5.123  0.3209
H  2.393  0.235  -7.321  0.2823
H  6.346  -2.345  -4.003  0.2616
C  -10.389  2.460  2.783  -0.7366
C  -9.212  1.762  2.072  0.9297
C  -9.567  0.518  1.259  0.0946
F  -10.077  -0.464  2.027  -0.2167
F  -8.450  0.009  0.674  -0.2298
F  -8.250  1.484  2.979  -0.2217
F  -8.671  2.674  1.213  -0.3541
O  -10.559  2.171  4.168  -0.4063
C  -11.320  1.051  4.512  0.7687
C  -10.505  0.022  5.299  0.1847
F  -9.467  -0.439  4.569  -0.1942
F  -11.271  -1.047  5.618  -0.2573
F  -11.898  0.525  3.417  -0.2757
F  -12.328  1.505  5.290  -0.2989
H  -10.159  3.527  2.761  0.3886
H  -11.324  2.367  2.228  0.3581
H  -10.282  0.753  0.466  0.2503
H  -10.109  0.459  6.218  0.2371

Computed properties:
**Electronic energy**: -160947.5217 eV
**Maximum force**: 0.09638 Eh/bohr
**Gap between HOMO and LUMO**: 8.60 eV


No. 2
C45H43IrN7O2PS7 | the ωB97M-V functional and the def2-TZVPD basis

Each line ends with the Mulliken charge.
Cartesian coordinates (Å):
Ir  2.008  0.637  0.254  2.7957
N  2.124  -0.702  1.941  0.1382
C  3.008  -0.208  2.976  0.3618
C  3.884  -1.062  3.646  -0.8730
C  5.048  -0.476  4.193  -0.6801
C  5.124  0.943  4.271  -0.9224
C  4.047  1.780  3.805  -0.9515
C  3.063  1.174  3.048  -0.1931
P  2.034  2.127  1.822  0.7009
C  0.351  2.304  2.550  0.7138
C  0.182  2.059  3.941  -0.4296
C  -1.013  2.487  4.548  -0.7456
C  -2.098  2.935  3.797  -0.6624
C  -1.966  3.015  2.437  -0.8697
C  -0.727  2.756  1.796  -0.0643
C  2.563  3.826  1.431  0.9760
C  3.931  4.144  1.443  -0.5731
C  4.369  5.406  1.007  -0.6636
C  3.480  6.424  0.596  -0.6712
C  2.095  6.068  0.563  -0.8157
C  1.660  4.786  0.964  -0.5449
H  1.142  -0.810  2.245  0.2109
H  2.436  -1.616  1.627  0.0032
H  3.738  -2.151  3.538  0.5245
H  5.891  -1.116  4.468  0.4529
H  5.972  1.360  4.793  0.4709
H  3.994  2.855  3.995  0.8186
H  0.986  1.546  4.463  0.4725
H  -1.073  2.417  5.641  0.4358
H  -3.016  3.196  4.321  0.4310
H  -2.813  3.328  1.831  0.4722
H  -0.688  2.823  0.719  0.2173
H  4.688  3.402  1.799  0.4260
H  5.453  5.548  1.022  0.4219
H  3.786  7.470  0.419  0.4164
H  1.418  6.794  0.146  0.4703
H  0.623  4.538  0.895  0.5473
C  -9.879  0.141  -7.026  -0.7544
O  -8.806  1.085  -6.718  -0.3580
C  -7.763  0.801  -5.906  0.7964
C  -6.813  1.831  -5.856  -0.6362
C  -5.688  1.677  -5.131  -0.4716
C  -5.436  0.557  -4.321  0.3940
C  -6.433  -0.428  -4.297  -0.4295
C  -7.555  -0.345  -5.130  -0.7341
C  -4.207  0.531  -3.554  0.2093
N  -3.232  1.424  -3.649  -0.7154
C  -2.284  1.034  -2.748  0.6930
C  -2.655  -0.128  -2.067  0.2051
N  -3.872  -0.457  -2.627  -0.0533
C  -1.806  -0.754  -1.129  0.3119
C  -2.020  -2.028  -0.529  -1.2181
C  -0.919  -2.711  -0.004  -1.1354
C  0.294  -2.077  0.051  -0.3352
N  0.445  -0.762  -0.250  0.1832
C  -0.568  -0.136  -0.943  0.3738
C  -0.175  1.039  -1.591  -0.4947
N  0.981  1.680  -1.179  -0.5801
C  1.320  2.832  -1.785  -0.5595
C  0.620  3.383  -2.845  -1.4120
C  -0.584  2.798  -3.167  -0.4497
C  -1.034  1.651  -2.511  0.5889
H  -10.527  0.653  -7.737  0.2657
H  -10.459  -0.153  -6.151  0.3407
H  -9.462  -0.756  -7.521  0.3505
H  -6.956  2.696  -6.459  0.4845
H  -4.913  2.444  -5.059  0.4944
H  -6.323  -1.292  -3.676  0.3480
H  -8.238  -1.206  -5.184  0.4277
H  -4.436  -1.298  -2.437  0.2713
H  -3.011  -2.448  -0.572  0.4966
H  -1.000  -3.708  0.365  0.6736
H  1.196  -2.634  0.237  0.2564
H  2.295  3.225  -1.523  0.7617
H  1.021  4.253  -3.391  0.4758
H  -1.255  3.273  -3.880  0.5952
C  -2.191  -2.879  5.271  -1.0125
S  -0.389  -3.007  4.847  0.4375
C  0.275  -3.303  6.498  -1.0173
O  0.128  -1.686  4.349  -0.4911
H  -2.514  -3.848  5.619  0.4274
H  -2.676  -2.577  4.344  0.3000
H  -2.253  -2.171  6.133  0.3062
H  -0.336  -4.147  6.861  0.3982
H  0.247  -2.474  7.190  0.3255
H  1.325  -3.627  6.393  0.3174
N  5.470  -0.622  -1.932  -0.3695
C  4.241  -0.164  -2.175  0.7006
N  3.959  0.795  -3.069  -0.3302
S  2.921  -1.010  -1.419  -0.2968
H  6.301  -0.134  -2.276  0.2425
H  5.526  -1.438  -1.316  0.1609
H  4.678  1.240  -3.647  0.2367
H  2.964  1.065  -3.201  0.1629
C  1.170  -7.460  0.329  -0.8051
S  1.209  -5.987  -0.714  0.0501
C  2.935  -5.803  -0.731  -0.1352
C  3.653  -5.140  0.276  0.2590
S  3.010  -4.891  1.788  -0.2272
S  5.286  -4.707  -0.183  -0.0449
C  5.417  -5.807  -1.545  0.0393
S  6.800  -6.127  -2.397  -0.0694
S  3.876  -6.532  -1.965  0.0351
H  0.146  -7.844  0.376  0.3686
H  1.439  -7.139  1.351  0.2468
H  1.821  -8.270  -0.103  0.3064

Computed properties:
**Electronic energy**: -149837.0264 eV
**⟨S²⟩**: 8.869
**Charge**: +3
**Energy relative to the best compared isomer or geometry (same formula, charge and spin)**: 10.37 kcal per mole
**2S+1**: 6
**Maximum force**: 0.09277 Eh/bohr
**Gap between HOMO and LUMO (alpha / beta)**: 5.02 / 3.84 eV


No. 3
C17H27F4N5O22 | the ωB97M-V functional and the def2-TZVPD basis

Each line ends with the Mulliken charge.
Cartesian coordinates (Å):
C  -0.146  -4.739  0.858  -0.5187
C  0.634  -3.456  0.488  0.9959
O  1.928  -4.048  0.381  -0.3313
C  2.027  -5.182  1.077  0.5455
O  2.998  -5.848  1.183  -0.5221
O  0.809  -5.417  1.642  -0.3542
F  0.574  -2.562  1.492  -0.3999
H  -0.412  -5.278  -0.056  0.3202
H  -1.058  -4.589  1.430  0.3657
H  0.515  -3.059  -0.517  -0.3841
C  1.273  -3.111  -4.297  -0.4644
C  -0.173  -2.757  -4.017  0.3343
O  -0.078  -1.454  -3.480  -0.0441
C  1.145  -0.925  -3.707  0.4722
O  1.514  0.144  -3.371  -0.4423
O  1.925  -1.835  -4.300  -0.3580
F  -0.702  -3.554  -3.045  -0.2615
H  1.442  -3.664  -5.220  0.2958
H  1.791  -3.733  -3.565  0.2532
H  -0.830  -2.866  -4.880  0.2611
C  0.178  3.712  2.958  0.2396
C  -0.892  4.020  4.056  0.2842
O  -0.125  3.843  5.233  -0.3495
C  1.123  3.442  5.011  0.6559
O  1.934  3.197  5.841  -0.5272
O  1.311  3.291  3.694  -0.3304
F  -1.815  3.017  4.138  -0.2159
H  0.390  4.552  2.302  0.1786
H  -0.359  2.999  2.328  -0.1457
H  -1.411  4.971  4.138  0.2553
C  0.575  4.261  -3.423  -0.4306
C  0.864  4.838  -2.023  0.3228
O  -0.127  4.242  -1.214  -0.2765
C  -0.846  3.351  -1.927  0.6715
O  -1.677  2.675  -1.401  -0.4262
O  -0.384  3.213  -3.184  -0.3317
F  0.772  6.186  -1.968  -0.3104
H  1.404  3.802  -3.952  0.2828
H  0.108  5.047  -4.020  0.2371
H  1.897  4.585  -1.766  0.2708
C  4.617  -0.323  -2.942  -0.8098
N  3.906  -0.609  -1.654  1.0958
O  3.644  -1.785  -1.431  -0.5543
O  3.668  0.310  -0.900  -0.5826
H  5.616  0.051  -2.751  0.3280
H  4.021  0.432  -3.453  0.2542
H  4.565  -1.223  -3.543  0.2843
C  -2.780  -0.024  -2.880  -0.5677
N  -3.835  0.618  -2.046  1.0979
O  -4.214  1.686  -2.445  -0.5761
O  -4.222  0.047  -1.062  -0.5837
H  -1.915  -0.082  -2.216  -0.0761
H  -2.409  0.655  -3.640  0.3216
H  -3.084  -1.016  -3.189  0.4062
C  -3.814  0.011  2.099  -0.3060
N  -3.909  0.031  3.586  0.8798
O  -3.385  -0.926  4.136  -0.5200
O  -4.235  1.031  4.187  -0.5490
H  -4.661  0.545  1.675  0.3012
H  -3.838  -1.030  1.804  0.2644
H  -2.885  0.507  1.836  -0.0749
C  0.205  -1.296  4.217  -0.1035
N  -0.140  -2.550  4.896  1.0119
O  -1.310  -2.846  4.951  -0.5334
O  0.725  -3.135  5.524  -0.5869
H  0.309  -1.529  3.159  -0.1777
H  1.121  -0.825  4.562  0.3392
H  -0.607  -0.599  4.405  0.2342
C  0.615  0.484  -0.391  -0.0622
N  -0.529  0.200  0.536  1.1330
O  -1.287  -0.685  0.205  -0.4904
O  -0.647  0.920  1.495  -0.5730
H  0.750  -0.441  -0.933  -0.4012
H  1.467  0.702  0.246  0.6468
H  0.386  1.380  -0.958  -0.2880

Computed properties:
**Electronic energy**: -81418.0438 eV
**Energy relative to the best compared isomer or geometry (same formula, charge and spin)**: 7.06 kcal per mole
**SMILES string**: O=C1OC[C@@H](F)O1.O=C1OC[C@@H](F)O1.O=C1OC[C@@H](F)O1.O=C1OC[C@@H](F)O1.C[N+](=O)[O-].C[N+](=O)[O-].C[N+](=O)[O-].C[N+](=O)[O-].C[N+](=O)[O-]
**Maximum force**: 0.05044 Eh/bohr
**Gap between HOMO and LUMO**: 9.71 eV